[1]
C5H32N2O11 | the ωB97M-V functional and the def2-TZVPD basis

Each line ends with the Mulliken spin population.
Positions of all 50 atoms, in Å:
C: -0.92536 0.76216 1.02820  0.051
C: -0.34515 1.12448 -0.39636  0.028
C: 1.01585 0.67024 -0.63467  0.194
C: 1.39613 -0.62166 -0.85641  0.341
C: 2.77885 1.95152 0.34383  -0.025
N: 2.06489 1.62989 -0.64476  0.130
N: -1.11671 -0.61909 1.41486  0.171
H: -1.85203 1.32449 1.13948  0.024
H: -0.25851 1.23192 1.81804  -0.007
H: -1.08128 0.62814 -1.08113  0.017
H: -0.46562 2.20646 -0.64199  -0.006
H: 0.58902 -1.33422 -0.53470  0.071
H: 2.40909 -0.95970 -1.06541  -0.016
H: 2.96411 1.60816 1.36051  0.008
H: 3.56140 2.72368 0.03338  0.007
H: -1.99419 -0.98923 1.07177  0.003
H: -1.19870 -0.56860 2.45787  0.000
H: 2.41621 2.31822 -3.40365  -0.001
H: 1.71842 1.09045 -3.83312  0.001
O: 1.80322 2.01942 -4.09048  0.000
H: 0.29944 0.47888 4.28350  0.000
H: 0.21049 -0.91688 3.93701  0.000
O: -0.39889 -0.20278 4.19581  0.001
H: 1.99005 -4.34896 2.36221  0.000
H: 2.29521 -3.62508 1.05210  0.000
O: 2.54816 -3.66680 1.97059  0.001
H: 1.86769 1.33792 2.98500  0.000
H: 2.29059 0.30859 4.02017  0.000
O: 1.88704 1.19700 3.93995  0.001
H: 1.52095 -0.89396 2.33885  0.001
H: 2.44793 -2.13501 2.78043  0.001
O: 2.04517 -1.26183 3.05695  0.000
H: -0.57759 0.95769 -3.66980  0.001
H: -1.50767 0.16388 -4.59891  0.000
O: -1.02933 0.10729 -3.76247  0.002
H: -3.99744 -1.42673 -0.48428  0.000
H: -3.52808 0.01733 -0.36202  0.000
O: -3.38451 -0.87392 0.00352  0.001
H: -2.81962 -1.75331 -2.51891  0.000
H: -2.73222 -0.46760 -3.28339  0.000
O: -3.19711 -0.86638 -2.52652  0.000
H: -3.95480 2.25450 -1.28386  0.000
H: -2.60485 1.79442 -1.75386  0.000
O: -3.16396 1.80191 -0.96581  0.000
H: -0.44442 -4.36870 0.19942  0.000
H: 0.04767 -3.73537 1.48737  0.000
O: 0.23359 -4.46929 0.87892  0.000
H: -0.97268 3.53425 -2.95803  0.000
H: 0.32443 2.61437 -2.59590  -0.002
O: -0.62697 2.66977 -2.72781  0.001

Summary:
- ΔE to the lowest compared entry with this formula, charge and spin (eV) = 4.8777
- ⟨S²⟩ = 0.766
- E (Eh) = -1146.4664
- E_LUMO (spin up / spin down) (eV) = -3.48 / -7.78
- 2S+1 = 2
- Kohn-Sham gap (spin up / spin down) (Eh) = 0.36538 / 0.17098
- highest occupied orbital energy (spin up / spin down) (eV) = -13.42 / -12.43
- maximum force (Eh/bohr) = 0.0776
- net charge = +1

***

[2]
C5H32NO10 | the ωB97M-V functional and the def2-TZVPD basis

Each line ends with the Mulliken charge.
Positions of all 48 atoms, in Å:
C: 0.70897 3.89465 1.12273  -1.492
C: -0.20209 3.13398 0.17663  0.476
C: -1.47496 2.41969 0.79529  -1.220
C: -1.47708 1.08454 0.16720  -0.291
C: -0.90293 0.12118 0.91856  -0.679
N: -0.74553 -1.35382 0.41358  0.103
H: 1.56593 3.41177 1.58592  0.306
H: 1.23429 4.62404 0.48234  0.344
H: 0.23899 4.44544 1.88043  0.460
H: -0.54617 3.77340 -0.62171  0.420
H: 0.40674 2.45282 -0.47260  -0.348
H: -1.36359 2.42643 1.86389  0.455
H: -2.45622 2.80798 0.49263  0.353
H: -1.94123 0.92896 -0.79547  0.515
H: -0.39709 0.36124 1.82835  0.583
H: -0.31494 -1.23036 -0.58989  0.472
H: 0.03969 -1.72218 0.95066  0.221
H: -1.65280 -1.80382 0.51261  0.420
H: 0.22941 0.10172 -2.17819  0.179
H: 0.65604 0.74793 -3.39405  0.353
O: 0.59337 0.95676 -2.45636  -0.548
H: -1.18358 -0.85288 -4.96797  0.269
H: 0.20195 -1.10356 -4.34000  0.279
O: -0.72957 -0.97395 -4.13439  -0.519
H: 0.82501 -4.27430 0.43443  0.342
H: 1.79625 -3.18902 0.81790  0.377
O: 1.31996 -3.55418 0.02703  -0.674
H: 1.75166 0.74087 3.51310  0.303
H: 1.50923 0.39127 5.02243  0.295
O: 1.25927 0.20714 4.12429  -0.608
H: 2.62397 -1.18648 1.21138  0.312
H: 3.20886 -2.42346 2.20356  0.300
O: 2.49592 -1.97068 1.76310  -0.672
H: 2.10262 1.51370 -1.34551  0.345
H: 3.52697 2.10742 -0.77031  0.275
O: 2.81870 1.47828 -0.70687  -0.569
H: 2.78518 -1.32212 -2.79188  0.309
H: 2.62750 -1.82852 -4.30357  0.304
O: 2.42716 -1.13663 -3.68179  -0.601
H: -2.79450 -0.47003 2.67508  0.326
H: -2.55963 -1.52313 3.92905  0.276
O: -2.57687 -1.33395 2.99779  -0.607
H: -1.74882 -0.01537 -2.12859  0.341
H: -1.79684 -1.43364 -2.47601  0.190
O: -1.48956 -0.85891 -1.74761  -0.634
H: -3.63453 -3.17493 -0.07351  0.306
H: -3.79296 -2.47755 1.33197  0.324
O: -3.17216 -2.91774 0.73436  -0.674

Summary:
- ΔE to the lowest compared entry with this formula, charge and spin (eV) = 3.2892
- E (Eh) = -1016.5549
- E_LUMO (eV) = -2.45
- 2S+1 = 1
- Kohn-Sham gap (Eh) = 0.37089
- highest occupied orbital energy (eV) = -12.54
- maximum force (Eh/bohr) = 0.0954
- net charge = +1

***

[3]
C5H32NO11 | the ωB97M-V functional and the def2-TZVPD basis

Each line ends with the Mulliken charge.
Positions of all 49 atoms, in Å:
C: -1.63630 -3.37806 1.29390  -1.272
C: -2.28789 -2.04670 0.66112  -0.247
C: -1.74306 -1.80682 -0.67027  -0.389
C: -1.39901 -0.83557 -1.45186  0.204
N: -1.25206 -1.20528 -2.87176  0.153
C: -1.79067 -0.77704 -3.98615  -0.108
H: -2.02582 -3.41718 2.34485  0.364
H: -0.62014 -3.16796 1.60076  0.277
H: -1.97709 -4.12725 0.66624  0.472
H: -1.76515 -1.31209 1.39159  0.032
H: -3.39606 -2.17176 0.64083  0.312
H: -1.60085 -2.78188 -1.04726  0.217
H: -1.48700 0.28519 -1.22097  0.229
H: -0.46721 -1.97581 -3.21699  0.236
H: -2.65009 -0.09890 -3.98893  0.284
H: -1.43476 -0.99565 -5.00758  0.264
H: 1.83415 3.92280 -0.76901  0.308
H: 1.93325 2.57278 0.14628  0.439
O: 1.42468 3.13035 -0.30061  -0.650
H: 1.12000 -2.74297 -2.86510  0.309
H: 0.42108 -3.98361 -2.03807  0.323
O: 0.45860 -3.42408 -2.85577  -0.693
H: 3.09619 0.98817 4.23093  0.250
H: 1.90920 0.67311 3.43685  0.466
O: 2.85327 0.65005 3.44328  -0.648
H: 2.21652 -0.62042 -1.34382  0.255
H: 2.14804 -1.68615 -0.30867  0.251
O: 1.81842 -1.47767 -1.20857  -0.497
H: 2.46879 0.85536 1.53305  0.296
H: 3.69909 1.49708 0.98317  0.232
O: 2.83754 1.30149 0.83568  -0.621
H: 3.36740 -3.02465 2.05075  0.282
H: 3.21442 -1.50899 2.18724  0.316
O: 2.83014 -2.27916 1.78748  -0.584
H: -2.64357 1.77424 2.94380  0.305
H: -1.67071 2.05620 1.79172  0.415
O: -1.93735 1.35885 2.45565  -0.707
H: -0.09101 3.04875 0.91853  0.368
H: -0.87513 4.36906 1.30806  0.266
O: -0.97075 3.42466 1.26839  -0.719
H: -0.38604 1.30732 3.22342  0.327
H: 0.19980 0.66133 4.53059  0.327
O: 0.35170 1.12812 3.63529  -0.691
H: 0.90517 1.14040 -2.98963  0.262
H: -0.49138 1.62973 -2.50271  0.327
O: -0.05553 0.95074 -3.08890  -0.576
H: -1.29349 3.12577 -0.59843  0.404
H: -2.78445 3.55615 -1.03987  0.294
O: -1.98161 2.94339 -1.21815  -0.666

Summary:
- ΔE to the lowest compared entry with this formula, charge and spin (eV) = 6.2209
- E (Eh) = -1091.7169
- E_LUMO (eV) = -3.19
- 2S+1 = 1
- Kohn-Sham gap (Eh) = 0.35501
- highest occupied orbital energy (eV) = -12.85
- maximum force (Eh/bohr) = 0.1856
- net charge = +1